No. 1
Formula: C36H48N6O2PPmS
Source: the OMol25 dataset
Level of theory: the ωB97M-V functional and the def2-TZVPD basis

Cartesian coordinates (Å):
Pm1 -0.422 0.456 -0.809
N1 -0.139 3.051 -1.148
C1 -1.507 3.595 -1.029
C2 -2.371 3.057 -2.164
N2 -2.307 1.578 -2.279
C3 -2.010 1.166 -3.674
C4 -0.619 1.571 -4.149
N3 0.410 0.913 -3.318
C5 -3.579 0.956 -1.838
C6 -3.646 0.687 -0.338
N4 -2.737 -0.430 0.013
H1 0.399 3.347 -0.339
H2 0.310 3.472 -1.954
H3 -1.522 4.687 -1.071
H4 -1.910 3.292 -0.064
H5 -2.028 3.506 -3.096
H6 -3.400 3.388 -2.014
H7 -2.758 1.561 -4.369
H8 -2.052 0.075 -3.710
H9 -0.471 2.649 -4.093
H10 -0.539 1.299 -5.203
H11 1.316 1.333 -3.493
H12 0.494 -0.053 -3.624
H13 -3.692 -0.004 -2.348
H14 -4.430 1.581 -2.124
H15 -4.682 0.456 -0.080
H16 -3.343 1.561 0.243
H17 -3.025 -1.260 -0.497
H18 -2.870 -0.654 0.996
C7 4.877 -2.613 -3.726
C8 3.514 -1.934 -3.687
N5 3.379 -0.968 -2.586
C9 4.326 0.151 -2.573
C10 5.483 -0.036 -1.596
C11 2.397 -1.087 -1.692
S1 2.237 0.104 -0.429
N6 1.648 -2.193 -1.727
C12 0.364 -2.394 -1.676
O1 -0.531 -1.463 -1.788
C13 -0.077 -3.805 -1.591
C14 -1.327 -4.151 -2.102
C15 -1.741 -5.473 -2.096
C16 -0.917 -6.451 -1.557
C17 0.320 -6.107 -1.026
C18 0.747 -4.791 -1.052
H19 4.889 -3.349 -4.527
H20 5.066 -3.128 -2.784
H21 5.680 -1.899 -3.910
H22 2.739 -2.684 -3.567
H23 3.335 -1.399 -4.625
H24 3.782 1.059 -2.315
H25 4.705 0.255 -3.590
H26 5.115 -0.077 -0.572
H27 6.166 0.809 -1.685
H28 6.038 -0.946 -1.811
H29 -1.959 -3.376 -2.518
H30 -2.701 -5.744 -2.513
H31 -1.232 -7.486 -1.560
H32 0.956 -6.871 -0.600
H33 1.721 -4.513 -0.668
O2 -0.698 1.462 1.102
P1 -0.533 1.206 2.597
C19 0.403 2.533 3.352
C20 1.515 3.014 2.659
C21 2.277 4.030 3.209
C22 1.930 4.562 4.446
C23 0.831 4.075 5.139
C24 0.062 3.057 4.596
C25 -2.167 1.109 3.340
C26 -2.654 -0.065 3.908
C27 -3.956 -0.102 4.391
C28 -4.759 1.026 4.312
C29 -4.273 2.201 3.748
C30 -2.978 2.245 3.261
C31 0.315 -0.356 2.884
C32 1.064 -0.512 4.048
C33 1.690 -1.720 4.313
C34 1.570 -2.772 3.416
C35 0.827 -2.621 2.252
C36 0.201 -1.417 1.983
H34 1.791 2.562 1.711
H35 3.144 4.408 2.683
H36 2.526 5.357 4.874
H37 0.571 4.490 6.104
H38 -0.797 2.671 5.131
H39 -2.018 -0.939 3.982
H40 -4.341 -1.009 4.839
H41 -5.767 0.998 4.703
H42 -4.902 3.080 3.699
H43 -2.577 3.155 2.828
H44 1.162 0.317 4.738
H45 2.272 -1.837 5.217
H46 2.060 -3.715 3.620
H47 0.738 -3.447 1.558
H48 -0.398 -1.322 1.079

Spin multiplicity   5
Energy above the lowest of the compared OMol25 structures with the same formula, charge and spin   15.3 kcal per mole
Maximum force   2.0 eV Å⁻¹
HOMO energy (alpha / beta)   -13.33 / -13.33 eV
Gap between HOMO and LUMO (alpha / beta)   8.849 / 8.875 eV
E_LUMO (alpha / beta)   -4.478 / -4.460 eV
E   -87819.638 eV
Total charge   +2

No. 2
Formula: C36H49AgI2N9O4S
Source: the OMol25 dataset
Level of theory: the ωB97M-V functional and the def2-TZVPD basis

Cartesian coordinates (Å):
Ag1 -0.808 0.608 0.821
C1 2.344 -0.614 5.030
N1 1.996 -1.414 3.863
C2 2.989 -2.421 3.476
C3 2.516 -2.858 2.105
N2 1.741 -1.711 1.660
C4 0.961 -1.873 0.442
C5 1.315 -0.947 2.749
N3 0.448 0.008 2.681
C6 0.063 0.755 3.909
C7 -0.846 1.939 3.630
N4 -2.182 1.501 3.280
C8 -3.032 2.336 2.804
N5 -2.868 3.680 2.476
C9 -2.206 4.603 3.376
C10 -4.104 4.184 1.857
C11 -4.799 2.913 1.419
N6 -4.322 1.977 2.448
C12 -4.630 0.565 2.275
H1 2.922 -1.250 5.697
H2 1.471 -0.280 5.574
H3 2.961 0.252 4.778
H4 2.996 -3.236 4.194
H5 3.994 -1.993 3.425
H6 1.895 -3.755 2.147
H7 3.351 -3.050 1.438
H8 1.621 -1.967 -0.431
H9 0.340 -0.980 0.299
H10 0.319 -2.754 0.493
H11 0.942 1.160 4.410
H12 -0.456 0.103 4.624
H13 -0.383 2.529 2.821
H14 -0.838 2.565 4.528
H15 -1.186 4.298 3.597
H16 -2.751 4.725 4.322
H17 -2.158 5.575 2.887
H18 -3.879 4.847 1.021
H19 -4.705 4.732 2.595
H20 -4.461 2.605 0.429
H21 -5.885 2.991 1.427
H22 -5.677 0.485 1.976
H23 -4.480 0.037 3.216
H24 -4.003 0.109 1.510
I1 -2.048 -2.779 2.388
C13 -3.157 -3.100 0.604
I2 -2.386 -2.378 -1.213
H25 -4.106 -2.605 0.771
H26 -3.261 -4.168 0.520
C14 7.538 -4.440 0.695
C15 6.233 -3.915 0.090
S1 6.155 -2.160 0.289
O1 5.706 -1.879 1.640
O2 7.400 -1.591 -0.176
C16 4.866 -1.688 -0.811
C17 4.881 -0.158 -1.019
N7 3.528 0.343 -1.280
C18 2.785 0.947 -0.322
N8 1.541 1.147 -0.713
C19 1.439 0.680 -1.982
C20 2.652 0.179 -2.368
N9 2.974 -0.411 -3.616
O3 2.092 -0.515 -4.413
O4 4.136 -0.756 -3.826
C21 3.331 1.313 1.020
H27 7.591 -5.521 0.573
H28 7.597 -4.208 1.761
H29 8.399 -3.988 0.204
H30 5.346 -4.308 0.594
H31 6.163 -4.107 -0.986
H32 3.942 -1.998 -0.313
H33 4.983 -2.209 -1.757
H34 5.552 0.106 -1.815
H35 5.211 0.331 -0.106
H36 0.511 0.730 -2.549
H37 4.112 2.075 0.943
H38 3.751 0.443 1.539
H39 2.506 1.708 1.610
C22 -2.008 1.283 -0.716
C23 -2.468 1.188 -1.857
C24 -3.001 0.926 -3.154
C25 -2.117 1.159 -4.308
C26 -1.133 2.175 -4.257
C27 -0.233 2.384 -5.292
C28 -0.268 1.595 -6.444
C29 -1.223 0.583 -6.520
C30 -2.122 0.365 -5.481
C31 -4.375 0.446 -3.254
C32 -5.113 0.379 -4.471
C33 -6.422 -0.094 -4.518
C34 -7.090 -0.507 -3.365
C35 -6.411 -0.401 -2.149
C36 -5.103 0.065 -2.088
H40 -1.087 2.787 -3.362
H41 0.515 3.172 -5.200
H42 0.443 1.753 -7.251
H43 -1.252 -0.063 -7.393
H44 -2.808 -0.472 -5.544
H45 -4.657 0.739 -5.384
H46 -6.937 -0.130 -5.477
H47 -8.107 -0.889 -3.412
H48 -6.916 -0.689 -1.228
H49 -4.595 0.145 -1.130

Maximum force   1.3 eV Å⁻¹
HOMO energy   -1.71 eV
Gap between HOMO and LUMO   3.363 eV
E_LUMO   1.656 eV
E   -90759.268 eV
Total charge   -1

No. 3
Formula: C36H49B2N6O2PS4Ti
Source: the OMol25 dataset
Level of theory: the ωB97M-V functional and the def2-TZVPD basis

Cartesian coordinates (Å):
Ti1 -1.496 -0.566 0.904
C1 1.472 -1.875 0.929
N1 0.082 -2.397 0.681
C2 -0.347 -3.179 1.838
C3 -1.841 -3.503 1.844
N2 -2.622 -2.291 2.152
C4 -2.684 -2.033 3.634
C5 -4.007 -2.327 1.643
C6 -4.870 -3.428 1.756
C7 -6.206 -3.357 1.329
C8 -6.698 -2.154 0.876
C9 -5.895 -1.019 0.819
C10 -4.531 -1.067 1.228
S1 -3.591 0.458 1.313
C11 0.036 -3.405 -0.418
C12 0.940 -4.407 -0.636
C13 0.833 -5.249 -1.758
C14 -0.241 -5.099 -2.642
C15 -1.203 -4.129 -2.347
C16 -1.023 -3.220 -1.299
S2 -2.278 -1.957 -1.152
H1 2.161 -2.653 1.233
H2 1.494 -1.068 1.614
H3 1.811 -1.458 -0.050
H4 -0.181 -2.543 2.711
H5 0.292 -4.030 1.941
H6 -2.057 -4.307 2.573
H7 -2.144 -3.797 0.841
H8 -3.424 -2.724 3.996
H9 -3.024 -0.981 3.781
H10 -1.671 -2.094 4.089
H11 -4.440 -4.361 2.190
H12 -6.826 -4.230 1.406
H13 -7.692 -2.092 0.496
H14 -6.288 -0.082 0.492
H15 1.892 -4.496 -0.094
H16 1.663 -5.946 -1.947
H17 -0.328 -5.755 -3.522
H18 -2.036 -4.091 -2.994
C17 -2.779 1.039 -2.649
N3 -2.675 2.135 -1.769
C18 -3.723 3.039 -1.592
C19 -3.366 3.767 -0.525
N4 -2.225 3.331 -0.018
B1 -1.328 3.998 1.186
N5 -0.295 5.000 0.551
C20 0.007 5.163 -0.755
C21 1.124 5.918 -0.901
N6 1.614 6.114 0.351
C22 2.822 6.775 0.739
C23 0.706 5.544 1.260
S3 1.049 5.576 2.933
C24 -1.829 2.245 -0.694
S4 -0.415 1.268 -0.374
H19 -3.325 1.428 -3.486
H20 -3.211 0.183 -2.164
H21 -1.831 0.685 -3.028
H22 -4.630 3.008 -2.276
H23 -3.928 4.569 -0.177
H24 -2.185 4.607 1.851
H25 -0.792 3.258 1.869
H26 -0.674 4.723 -1.537
H27 1.630 6.205 -1.785
H28 3.570 6.557 -0.045
H29 3.085 6.437 1.717
H30 2.682 7.824 0.779
O1 0.469 -0.644 3.989
B2 -0.111 0.047 2.803
O2 0.554 1.288 2.740
C25 1.470 1.322 3.752
C26 2.416 2.291 3.942
C27 3.344 2.089 4.980
C28 3.289 0.903 5.791
C29 2.301 -0.074 5.582
C30 1.411 0.154 4.519
H31 2.368 3.143 3.334
H32 4.221 2.715 5.104
H33 3.963 0.619 6.530
H34 2.067 -1.030 6.108
C31 1.617 -1.308 -5.141
C32 2.085 -1.935 -3.828
P1 3.246 -0.907 -2.789
C33 4.538 -0.374 -3.966
C34 5.589 -1.485 -4.008
C35 2.299 0.630 -2.568
C36 2.977 1.695 -1.674
H35 1.153 -2.097 -5.752
H36 2.483 -0.896 -5.664
H37 0.801 -0.579 -5.058
H38 2.645 -2.898 -3.903
H39 1.181 -2.236 -3.226
H40 4.929 0.568 -3.529
H41 4.165 -0.208 -4.969
H42 5.892 -1.702 -3.018
H43 6.511 -1.278 -4.607
H44 5.073 -2.387 -4.406
H45 1.302 0.373 -2.120
H46 2.021 1.029 -3.621
H47 3.410 1.161 -0.827
H48 2.311 2.462 -1.327
H49 3.894 2.061 -2.084

Spin multiplicity   2
Energy above the lowest of the compared OMol25 structures with the same formula, charge and spin   41.5 kcal per mole
Maximum force   3.6 eV Å⁻¹
HOMO energy   -4.23 eV
Gap between HOMO and LUMO   6.486 eV
E_LUMO   2.251 eV
E   -128266.690 eV
Total charge   -1